Record 1
ORCA calculation (ωB97M-V with the def2-TZVPD basis set) on a structure of composition C17H56O11 at a distorted geometry.

Each line ends with the Mulliken charge.
Cartesian coordinates (Å):
C 0.12 1.90 3.71  -1.354
C 0.99 1.66 2.47  0.841
C 1.29 2.94 1.67  -1.558
O 2.17 1.11 2.93  -0.417
H -0.93 1.71 3.49  0.122
H 0.27 2.85 4.22  0.476
H 0.30 1.10 4.43  0.408
H 0.38 0.96 1.89  -0.033
H 1.86 3.57 2.35  0.731
H 0.35 3.46 1.48  0.273
H 1.87 2.61 0.81  0.003
H 2.59 1.74 3.52  0.483
C 3.22 -1.60 -0.65  -1.011
C 2.09 -2.65 -0.74  0.140
C 1.40 -2.93 0.54  -1.428
O 1.14 -2.14 -1.76  -0.503
H 4.13 -2.05 -0.24  0.445
H 3.05 -0.79 0.05  0.137
H 3.40 -1.06 -1.58  0.075
H 2.47 -3.58 -1.18  0.787
H 1.17 -3.99 0.49  0.480
H 0.56 -2.25 0.68  0.089
H 2.01 -2.60 1.38  0.164
H 1.15 -1.18 -1.74  1.039
C -3.32 -1.07 2.76  -1.776
C -2.70 0.27 2.32  -0.335
C -1.35 0.11 1.69  0.810
O -3.49 0.86 1.35  -0.726
H -2.68 -1.44 3.56  0.421
H -3.20 -1.90 2.07  0.315
H -4.31 -0.93 3.17  0.460
H -2.67 0.90 3.21  0.571
H -0.69 -0.12 2.52  0.834
H -1.04 1.01 1.15  -0.264
H -1.41 -0.68 0.95  -0.076
H -3.54 0.29 0.59  0.703
C 0.31 0.04 -0.25  0.934
O 1.28 -0.10 -1.27  -1.067
H 0.23 -0.91 0.27  -1.333
H 0.65 0.70 0.55  -0.998
H -0.69 0.25 -0.63  0.033
H 1.26 0.70 -1.79  0.326
C 3.66 1.11 -1.92  -0.241
O 2.78 1.29 -3.03  -0.528
H 4.21 0.17 -1.86  0.598
H 4.39 1.89 -1.71  0.310
H 2.94 1.10 -1.10  -0.236
H 3.27 1.01 -3.81  0.444
C -1.20 2.41 -0.76  0.973
O -0.65 3.12 -1.79  -0.858
H -1.91 1.64 -1.08  -0.725
H -0.45 2.01 -0.08  -0.279
H -1.75 3.16 -0.20  0.588
H 0.18 2.71 -2.05  0.524
C -0.36 -1.93 -2.80  -0.491
O -1.60 -1.97 -3.44  -0.838
H -0.22 -1.03 -2.21  -2.868
H -0.28 -2.75 -2.08  0.802
H 0.50 -1.90 -3.48  0.436
H -2.14 -1.22 -3.20  0.362
C -1.84 -1.79 -0.47  -1.328
O -2.97 -1.43 0.22  -0.827
H -0.93 -1.28 -0.14  1.339
H -1.69 -2.85 -0.27  0.022
H -2.01 -1.68 -1.54  2.194
H -3.72 -1.79 -0.26  0.600
C -2.83 0.33 -1.43  0.233
O -2.08 -0.23 -2.58  -0.822
H -2.99 1.40 -1.49  0.589
H -3.77 -0.21 -1.42  0.643
H -2.38 0.14 -0.45  -2.495
H -2.50 -0.02 -3.42  0.476
C 0.80 -1.32 2.75  -1.358
O 1.23 -0.32 3.66  -0.853
H 1.60 -1.91 2.30  0.481
H 0.01 -1.96 3.13  0.421
H 0.23 -0.83 1.96  1.091
H 1.76 0.38 3.28  1.035
C 0.17 1.22 -3.06  0.050
O 1.03 1.77 -2.00  -1.155
H -0.85 1.61 -3.14  0.372
H 0.58 1.32 -4.07  0.473
H 0.20 0.14 -2.94  0.687
H 1.89 1.73 -2.42  0.942

## Properties
- ΔE to the lowest compared entry with this formula, charge and spin (kcal per mole) = 709.1
- orbital gap (eV) = 7.51
- lowest unoccupied orbital energy (eV) = -0.04
- multiplicity = 1
- electronic energy (eV) = -41026.6920
- HOMO level (eV) = -7.55

***

Record 2
ORCA calculation (ωB97M-V with the def2-TZVPD basis set) on the molecule C5H7NO2 at a distorted geometry.

Each line ends with the Mulliken charge.
Cartesian coordinates (Å):
C -0.17 -0.68 -1.10  -0.176
C -0.51 -1.99 0.98  -0.890
N 0.01 -0.85 0.21  0.045
C 0.36 0.35 1.02  0.155
C 0.21 1.42 -1.12  0.049
C 0.47 1.54 0.21  -0.398
O 0.27 2.47 -1.95  -0.449
O 0.27 0.27 2.22  -0.591
H 0.53 3.28 -1.48  0.322
H 0.69 -0.07 -1.69  0.214
H -0.82 -1.41 -1.58  0.418
H 0.58 2.48 0.75  0.322
H -1.50 -1.76 1.36  0.312
H 0.15 -2.15 1.83  0.304
H -0.53 -2.88 0.35  0.363

## Properties
- ΔE to the lowest compared entry with this formula, charge and spin (kcal per mole) = 111.2
- orbital gap (spin up / spin down) (eV) = 7.60 / 7.60
- lowest unoccupied orbital energy (spin up / spin down) (eV) = -0.10 / -0.10
- multiplicity = 1
- electronic energy (eV) = -10878.7965
- HOMO level (spin up / spin down) (eV) = -7.70 / -7.70

***

Record 3
ORCA calculation (ωB97M-V with the def2-TZVPD basis set) on a structure of composition C26H46IrO2P2 at a distorted geometry.

Each line ends with the Löwdin spin population.
Cartesian coordinates (Å):
Ir -0.18 1.84 -2.87  1.577
C 0.40 0.51 0.39  0.098
C 1.50 0.89 -0.39  0.250
C -0.34 2.28 -0.89  0.103
C -0.74 1.26 0.04  0.258
C 1.11 2.02 -1.24  0.201
C 0.44 -0.42 1.53  0.030
H 1.38 -0.98 1.57  0.000
H -0.39 -1.20 1.51  0.011
H 0.33 0.10 2.50  0.005
C -2.03 1.22 0.70  0.104
H -1.98 1.61 1.73  0.020
H -2.41 0.15 0.79  0.023
H -2.75 1.80 0.13  0.003
C -0.99 3.58 -1.13  0.067
H -0.43 4.41 -0.68  0.008
H -2.02 3.55 -0.76  0.002
H -1.04 3.79 -2.23  0.026
C 2.05 3.04 -1.76  0.074
H 1.97 3.98 -1.20  0.010
H 1.80 3.25 -2.81  0.025
H 3.07 2.67 -1.71  0.003
C 2.90 0.45 -0.17  0.037
H 3.33 0.88 0.75  0.015
H 3.53 0.75 -1.01  0.001
H 2.96 -0.64 -0.10  0.007
C -0.84 -3.08 -0.94  0.005
C 0.47 -3.31 -0.90  0.003
C 1.45 -2.33 -1.50  0.044
C 1.77 -2.70 -2.95  0.087
C 0.94 -2.01 -3.93  0.611
C -0.51 -1.69 -3.98  0.105
C -1.68 -2.30 -3.22  0.002
C -1.55 -2.01 -1.71  0.005
H 2.38 -2.38 -0.92  0.004
H 1.70 -3.79 -3.08  0.023
H 1.15 -1.29 -1.41  0.003
H -2.56 -1.84 -1.30  -0.001
H -1.53 -3.77 -0.41  0.000
H 0.91 -4.22 -0.46  0.001
H -1.02 -1.03 -1.60  0.007
H -2.61 -1.82 -3.56  0.000
H -0.57 -0.60 -3.74  0.055
H -1.80 -3.37 -3.44  0.002
H 2.81 -2.37 -3.17  -0.001
H 1.51 -1.17 -4.38  0.027
P -0.78 -1.55 -5.81  0.030
P -0.08 2.11 -4.92  0.070
C -0.36 -0.05 -6.74  0.001
C -0.93 1.30 -6.30  0.005
H -0.76 -0.26 -7.75  0.001
H 0.73 -0.06 -6.84  0.000
H -0.81 2.00 -7.14  0.000
H -2.00 1.25 -6.06  0.001
C -0.80 3.79 -4.94  0.012
H -0.39 4.39 -4.13  0.001
H -1.88 3.71 -4.78  0.002
H -0.60 4.27 -5.89  0.001
C 1.64 2.32 -5.49  0.010
H 1.64 2.71 -6.51  0.000
H 2.15 1.35 -5.47  0.000
H 2.18 3.01 -4.84  0.000
C -2.46 -2.03 -6.28  0.010
H -2.89 -2.78 -5.60  0.001
H -2.46 -2.46 -7.29  0.002
H -3.14 -1.17 -6.29  0.000
C 0.29 -2.87 -6.47  0.035
H 1.14 -2.40 -7.00  0.001
H -0.26 -3.52 -7.16  0.003
H 0.71 -3.46 -5.64  0.013
C -3.65 -3.11 2.41  0.088
C -2.66 -2.19 1.74  0.074
O -3.18 -1.30 0.99  0.596
O -1.43 -2.41 1.95  0.095
H -4.38 -2.51 2.96  0.000
H -3.15 -3.81 3.08  0.008
H -4.20 -3.67 1.65  -0.001

## Properties
- ΔE to the lowest compared entry with this formula, charge and spin (kcal per mole) = 0.0
- orbital gap (spin up / spin down) (eV) = 7.86 / 4.56
- charge = +2
- lowest unoccupied orbital energy (spin up / spin down) (eV) = -5.16 / -8.50
- expectation value of S² = 8.778
- multiplicity = 6
- electronic energy (eV) = -53197.0276
- HOMO level (spin up / spin down) (eV) = -13.03 / -13.06

***

Record 4
ORCA calculation (ωB97M-V with the def2-TZVPD basis set) on a cluster of 7 separate species, C29H43F8N3O7 in total at a distorted geometry.

Each line ends with the Mulliken charge.
Cartesian coordinates (Å):
C 0.83 1.39 0.75  -1.406
C 0.89 0.10 -0.04  1.309
C 2.26 -0.30 -0.65  -0.109
F 3.13 -0.47 0.34  -0.303
F 2.15 -1.40 -1.40  -0.219
F 0.38 -0.92 0.64  -0.200
F 0.08 0.15 -1.08  -0.315
O 1.22 2.41 -0.14  -0.321
C 0.62 3.73 -0.11  0.822
C 1.39 4.64 -1.23  0.119
F 1.15 5.93 -1.25  -0.269
F 2.71 4.51 -1.13  -0.259
F -0.72 3.72 -0.46  -0.260
F 0.80 4.28 1.10  -0.237
H 1.39 1.56 1.67  0.300
H -0.20 1.51 1.08  0.481
H 2.64 0.52 -1.25  0.440
H 1.15 4.23 -2.21  0.246
O -5.23 4.56 -4.34  -0.629
C -4.45 5.32 -3.74  0.420
O -3.24 5.53 -4.22  -0.355
C -2.37 6.11 -3.22  -0.043
C -3.31 6.69 -2.15  -0.500
C -4.69 6.12 -2.53  -0.274
H -1.82 6.87 -3.78  0.342
H -1.84 5.30 -2.72  0.004
H -3.42 7.78 -2.20  0.241
H -2.89 6.41 -1.18  0.296
H -5.40 6.88 -2.85  0.228
H -5.18 5.57 -1.74  0.272
O -1.13 -4.01 1.61  -0.673
C -0.82 -4.39 0.47  0.622
O -0.06 -5.43 0.23  -0.362
C -0.16 -5.92 -1.11  -0.436
C -0.73 -4.70 -1.87  -0.657
C -1.17 -3.72 -0.91  0.798
H -0.88 -6.74 -1.13  0.220
H 0.83 -6.21 -1.44  0.320
H -1.45 -5.18 -2.54  0.396
H 0.15 -4.29 -2.36  0.072
H -2.21 -3.55 -1.17  -0.046
H -0.59 -2.80 -0.93  -0.374
O 3.37 -5.12 0.63  -0.573
C 3.00 -4.66 1.70  0.472
O 2.65 -3.33 1.93  -0.301
C 1.68 -3.13 2.96  -0.091
C 1.59 -4.51 3.56  -0.554
C 2.48 -5.46 2.85  -0.468
H 0.73 -2.83 2.51  -0.089
H 1.92 -2.38 3.71  0.404
H 0.64 -5.02 3.41  0.245
H 1.82 -4.58 4.62  0.380
H 2.02 -6.39 2.53  0.291
H 3.41 -5.73 3.37  0.315
C 1.40 5.20 4.38  -0.668
C 0.10 4.73 5.17  -0.412
C -0.81 3.96 4.22  -0.569
C -0.47 2.52 3.94  0.379
N -0.24 1.42 3.79  -0.438
H 1.45 6.29 4.36  0.285
H 1.42 4.63 3.45  -0.020
H 2.32 4.82 4.83  0.311
H -0.47 5.60 5.49  0.321
H 0.40 4.09 5.99  0.326
H -0.91 4.49 3.28  0.202
H -1.79 3.83 4.67  0.385
C 3.42 -4.23 -3.02  -0.486
C 4.63 -4.10 -2.24  -0.643
C 4.55 -2.85 -1.25  0.214
C 4.59 -1.62 -2.02  0.347
N 4.52 -0.72 -2.72  -0.607
H 3.10 -3.19 -3.15  0.155
H 2.64 -4.86 -2.60  -0.176
H 3.53 -4.52 -4.07  0.422
H 5.50 -3.86 -2.86  0.396
H 4.77 -5.02 -1.66  0.388
H 5.43 -3.00 -0.63  0.395
H 3.61 -2.90 -0.69  -0.282
C -2.79 -0.25 -1.44  -0.270
C -4.11 0.02 -0.71  -0.492
C -5.03 -1.20 -0.61  -0.613
C -4.58 -2.40 0.07  0.377
N -4.24 -3.32 0.68  -0.461
H -2.72 0.27 -2.39  0.447
H -2.57 -1.31 -1.57  -0.061
H -2.06 0.02 -0.68  -0.172
H -4.60 0.87 -1.19  0.338
H -3.79 0.34 0.28  0.288
H -5.34 -1.56 -1.59  0.284
H -5.94 -0.87 -0.11  0.379

## Properties
- SMILES string = FC(F)C(F)(F)COC(F)(F)C(F)F.O=C1CCCO1.O=C1CCCO1.O=C1CCCO1.CCCC#N.CCCC#N.CCCC#N
- orbital gap (eV) = 9.96
- lowest unoccupied orbital energy (eV) = 0.14
- multiplicity = 1
- electronic energy (eV) = -71309.7796
- HOMO level (eV) = -9.82

***

Record 5
ORCA calculation (ωB97M-V with the def2-TZVPD basis set) on a cluster of 3 separate species, H6O3 in total at a distorted geometry.

Each line ends with the Mulliken charge.
Cartesian coordinates (Å):
O 1.55 -2.11 0.41  -0.644
H 0.66 -2.43 0.46  0.289
H 1.51 -1.16 0.50  0.360
O 0.91 0.50 -0.15  -0.643
H 0.11 0.98 0.13  0.394
H 1.15 1.07 -0.84  0.276
O -1.73 1.03 0.14  -0.685
H -1.55 0.73 -0.78  0.339
H -2.62 1.40 0.14  0.313

## Properties
- ΔE to the lowest compared entry with this formula, charge and spin (kcal per mole) = 12.3
- SMILES string = O.O.O
- orbital gap (eV) = 10.91
- lowest unoccupied orbital energy (eV) = 0.36
- multiplicity = 1
- electronic energy (eV) = -6239.7187
- HOMO level (eV) = -10.55